(1)
Here is a 9-piece molecular cluster, C29H62NO25S4 overall from the Open Molecules 2025 dataset. Energies are from ωB97M-V/def2-TZVPD.

## Properties
Gap between HOMO and LUMO in eV: 9.97
Net charge: +1
Highest occupied orbital energy in eV: -12.364
LUMO energy in Ha: -0.0879

Each line ends with the Löwdin charge.
CARTESIAN COORDINATES (ANGSTROEM)
S 3.09482 -1.96139 1.91002  0.617
S 3.89170 3.98370 3.25307  0.607
S 1.83344 -1.78318 -4.45023  0.605
S -2.89136 -0.21424 3.42746  0.602
O 2.22206 -0.42061 -4.57188  -0.286
O 2.41234 -3.22059 2.78090  -0.253
O 0.22011 -2.93710 -0.52017  0.147
O 3.11346 -2.42407 0.53670  -0.294
O -9.02042 1.35896 -0.20704  0.200
O -1.41620 -4.28894 -1.18821  0.094
O -3.64958 0.57801 4.31982  -0.241
O 3.23778 2.92596 -1.07133  -0.100
O -3.70327 -0.55523 -1.75880  0.110
O -5.04642 -1.32887 -3.27447  0.099
O 6.56765 0.22891 -0.69264  0.051
O 2.36082 -2.74583 -5.37688  -0.262
O 2.61547 4.33007 4.30077  -0.296
O -1.55976 -3.11603 0.64109  0.112
O -1.53827 0.66118 3.16785  -0.287
O 0.21915 -1.77890 -4.66734  -0.266
O 4.36440 2.73658 3.72251  -0.275
O -2.37914 -1.55460 3.67074  -0.295
O 6.44200 -1.26954 -2.32078  0.179
O -3.21916 -2.41241 -2.85801  0.098
O 2.44552 -0.72400 2.13627  -0.297
O 4.66357 5.20604 3.35331  -0.271
O -7.80083 3.00057 -0.93470  0.102
O 6.24362 0.94177 -2.73134  0.008
O -7.01224 1.03601 -1.07277  0.026
N -0.20916 1.21391 -0.87493  -0.346
C 0.54748 1.49040 3.92868  0.008
C 6.35298 -0.16955 -1.90139  -0.609
C -4.97871 -2.35710 -4.30224  -0.051
C 3.08777 3.85665 1.73637  -0.136
C -1.66344 -1.07277 -5.81217  -0.035
C 0.52971 -4.39579 3.85601  -0.002
C 2.22997 1.81604 -1.21659  -0.146
C -2.57802 -4.78399 -0.65449  -0.082
C -8.04670 1.80868 -0.65748  -0.711
C 0.78563 2.27646 -1.00852  -0.133
C -0.84519 -3.39325 -0.30463  -0.678
C 2.88315 4.15953 5.76172  -0.186
C -3.83010 -0.29670 1.99443  -0.131
C 1.06072 -3.50622 2.58273  -0.250
C 6.50196 2.19000 -2.01662  -0.097
C -1.56379 1.83952 -0.34422  0.055
C -6.59088 3.29572 -1.63046  -0.067
C -0.27179 -1.59895 -5.93543  -0.326
C -5.83537 1.86123 -1.62428  -0.027
C -0.45378 0.52261 -2.18118  0.022
C -3.93641 -1.37901 -2.59827  -0.676
C 4.75443 -1.75659 2.45377  -0.101
C -2.74679 -3.95438 0.67357  0.034
C 1.54359 4.34854 6.42490  -0.038
C 0.06396 0.23375 0.14218  -0.040
C -4.05181 -3.34851 -3.58552  -0.041
C 2.10723 -2.36490 -2.80356  -0.091
C -0.57024 0.40415 4.24480  -0.142
C 6.69651 1.64927 -0.53252  -0.103
H -0.70393 -0.58713 0.20964  0.135
H 3.89576 3.62597 1.09030  0.037
H 1.03342 1.50886 4.92590  0.111
H 0.86832 -0.37298 -0.15598  0.059
H 7.41519 2.78527 -2.27106  0.128
H -5.45844 1.65143 -2.75371  0.167
H -2.49905 -5.85616 -0.49265  0.160
H -3.65979 -3.63554 -4.52402  0.122
H 3.08437 -2.80651 -2.73311  0.089
H 0.72537 3.83618 6.12818  0.043
H 5.06613 -0.77228 1.97003  0.100
H -3.53341 -3.40021 0.73084  0.059
H -5.91314 -2.60375 -4.58284  0.099
H 1.37427 -3.03228 -2.61832  0.016
H 0.53773 -0.15009 -2.39348  0.132
H -1.75695 -0.14468 -5.16127  0.106
H 2.25647 2.99494 1.71293  0.122
H 5.45360 2.77688 -2.20656  0.147
H -3.53801 -1.05239 1.19535  0.094
H -4.81131 -0.53551 2.35559  0.083
H 3.67152 4.83881 6.14524  0.139
H -1.74457 -0.78562 -6.88444  0.105
H -4.51422 -1.94362 -5.28685  0.159
H 1.11249 5.27884 6.14348  0.088
H 6.17110 2.27859 0.29407  0.139
H -5.10698 1.88013 -0.87670  0.067
H 2.19957 -1.39624 -2.20083  0.081
H 0.54470 -1.08973 -6.58614  0.162
H 0.36230 0.71460 1.09916  0.116
H 1.34189 1.17749 3.32082  0.035
H 2.54410 0.98168 -0.50755  0.146
H 1.17246 -5.18799 3.92596  0.039
H -1.92129 2.65190 -0.77774  0.049
H 0.22296 2.28259 3.66924  -0.037
H 2.89789 3.56704 -1.72576  0.098
H -1.37191 2.19185 0.72956  0.136
H 0.54806 -3.87713 4.76159  0.049
H -0.18711 -2.47207 -6.45283  0.087
H 5.32373 -2.54817 1.92436  0.092
H 2.63925 4.77017 1.54651  0.053
H 1.66363 4.47377 7.36403  0.019
H 0.50658 3.12461 -1.74136  0.183
H -2.57643 -4.45012 1.67253  0.165
H -0.60411 1.29940 -3.00247  0.127
H -0.22047 -0.61962 3.99838  0.116
H 1.00917 -4.14156 1.64797  0.121
H -1.54050 0.07597 -2.18770  0.117
H -3.24249 -4.49202 -1.12668  -0.022
H -2.43945 -1.69910 -5.53650  0.013
H -4.12113 0.65227 1.72456  0.040
H -6.86366 3.61081 -2.68468  0.148
H 4.72857 -1.66250 3.53331  0.077
H 3.28414 3.21763 5.80743  0.068
H 2.35210 1.55037 -2.27146  0.119
H 0.43041 -2.57162 2.39992  0.115
H -0.52277 -4.62530 3.82161  0.065
H -2.35578 1.10327 -0.25840  0.079
H 7.83250 1.72745 -0.18861  0.159
H 0.67561 2.68190 -0.02463  0.105
H -5.97748 3.98913 -1.16292  0.094
H -4.44841 -4.05584 -2.90784  0.129
H -0.99672 0.42698 5.09802  0.047

***

(2)
Here is C29H62O7PPdSi4 as an isolated structure from the Open Molecules 2025 dataset. Energies are from ωB97M-V/def2-TZVPD.

## Properties
Gap between HOMO and LUMO (spin up / spin down) in eV: 7.32 / 6.74
Net charge: -1
2S+1: 3
Highest occupied orbital energy (spin up / spin down) in eV: -4.640 / -5.053
LUMO energy (spin up / spin down) in Ha: 0.0984 / 0.0619
Expectation value of S²: 2.007

Each line ends with the Löwdin spin population.
CARTESIAN COORDINATES (ANGSTROEM)
Pd -0.28183 -0.46396 -0.08263  1.176
P 1.78225 1.27597 -2.64065  0.003
Si -0.24161 -2.45214 3.32572  0.037
Si -1.31145 0.95939 3.80672  0.042
Si -3.49715 -1.11548 1.72453  0.042
Si -1.22928 -0.69497 2.11467  0.240
O 1.28627 0.43233 -1.50703  0.033
O 0.21317 2.04463 0.86328  0.063
O 2.12693 0.62727 -3.92703  0.001
O 0.76842 2.52516 -2.83743  0.000
O -0.67655 -2.93415 0.22334  0.077
O 3.02986 2.15459 -2.06220  0.002
O -0.88663 -1.25041 -1.96081  0.126
C -2.35164 0.36988 5.26658  0.017
C 0.78772 -4.44415 -4.00452  0.015
C -0.80995 4.09733 -3.54185  0.000
C -4.49976 -1.50179 3.27434  0.015
C -0.26719 -3.57291 -2.00117  0.014
C -0.39684 2.99761 -0.01928  0.003
C -0.99917 1.74474 -4.34769  0.000
C -2.14010 2.57888 3.34385  0.000
C 0.84195 3.24470 -5.19010  0.000
C -3.80027 -2.55552 0.56426  0.000
C 0.32360 1.40945 4.61274  0.000
C 4.95488 2.01532 -3.54512  0.000
C -0.94881 -2.58607 5.07305  0.015
C 2.39461 1.17707 1.51265  0.010
C -0.27199 -2.24752 -2.52598  0.006
C 4.41837 1.74822 -2.14004  0.000
C -1.23674 -5.17442 -0.25136  0.004
C 1.58662 -2.07892 3.54602  0.001
C 0.21869 -4.64535 -2.77038  -0.002
C 1.59774 2.37419 1.05602  0.002
C -1.71437 2.48516 -0.55285  0.010
C -4.34439 0.34484 0.90583  0.001
C -0.72553 -3.80264 -0.63901  0.006
C -0.29620 -4.21643 2.69473  0.000
C -0.03686 2.87284 -3.99695  0.000
C 0.38820 -2.06377 -3.76962  0.015
C 5.12506 2.63970 -1.13178  0.000
C 4.61725 0.27765 -1.75276  0.000
C 0.88958 -3.12529 -4.48126  -0.001
H 2.07027 -2.88687 4.10837  0.000
H -2.43465 2.31362 0.24163  0.001
H -1.42058 4.48426 -4.36200  0.000
H -1.87271 -5.58775 -1.03527  0.000
H -3.54340 -3.50888 1.04369  0.000
H 4.91726 3.69129 -1.35599  0.000
H 1.44706 2.39052 -5.49578  0.000
H -0.11277 4.87599 -3.21903  0.000
H 0.76882 0.53759 5.11027  0.000
H 4.76962 2.42368 -0.11724  0.000
H 1.74948 -1.13959 4.08898  0.000
H 6.00098 1.70317 -3.61586  0.000
H -2.13759 3.20225 -1.25919  0.001
H 0.27113 3.19670 -0.85266  0.000
H -1.32903 -4.57281 2.58379  0.000
H 1.05176 1.80406 3.90149  0.000
H 1.18001 -5.27582 -4.57719  0.001
H -1.91037 -0.50240 5.75734  0.000
H 5.68554 0.05633 -1.67665  0.000
H 4.13989 0.07552 -0.78839  0.000
H 2.06789 0.82258 2.48905  0.001
H -4.30825 1.25315 1.51938  0.000
H 0.21873 -4.86167 3.41552  0.000
H -1.53388 3.16134 2.64762  0.000
H 1.39177 -2.93697 -5.42535  0.000
H -1.66863 2.04918 -5.15749  0.000
H -5.43961 -1.99121 2.98780  0.002
H -2.04701 -2.54061 5.07874  0.000
H 0.21046 3.56367 -6.02585  0.000
H -0.44115 0.86610 -4.66818  0.000
H 2.28953 0.37613 0.78707  0.005
H 6.20617 2.47438 -1.17229  0.000
H -5.39693 0.09874 0.72485  0.000
H 4.16687 -0.38273 -2.49936  0.000
H -1.46333 3.84523 -2.70268  0.000
H -4.85898 -2.58457 0.27991  0.000
H 1.65181 3.17339 1.80439  0.001
H 1.51087 4.06862 -4.91693  0.000
H 4.88687 3.08356 -3.77500  0.000
H 0.19552 -4.30685 1.72139  0.000
H -1.56385 1.55440 -1.08595  0.006
H -2.41744 1.18038 6.00478  0.003
H -0.39391 -5.85496 -0.09557  0.000
H -4.74898 -0.59139 3.83198  0.000
H -3.12156 2.40478 2.88564  0.000
H 2.08624 -1.99096 2.57265  0.001
H 2.01188 2.75442 0.12334  0.000
H -3.37053 0.09782 4.96827  0.000
H 3.45607 1.43753 1.56887  0.001
H -0.64409 -3.54300 5.51473  0.002
H -1.78968 -5.09832 0.68063  0.000
H -3.87446 0.57193 -0.05897  0.000
H 0.18183 -5.65074 -2.35938  -0.001
H -0.57981 -1.78096 5.72007  0.000
H -3.19466 -2.45830 -0.34463  0.000
H -2.29525 3.17779 4.25172  0.000
H -0.53928 3.93254 0.53558  0.001
H 4.36146 1.45814 -4.27343  0.000
H -1.59215 1.46191 -3.47469  0.000
H 0.52899 -1.04991 -4.11756  0.001
H -3.95910 -2.17308 3.95613  0.000
H 0.14197 2.17664 5.37400  0.000

***

DFT total energy
In order: -127075.9450 -89698.1124
Unit: eV
F_max
In order: 14.87 0.86
Unit: eV/Å
ΔE to the lowest compared entry with this formula, charge and spin
In order: 0.00 35.68
Unit: kJ/mol